1.
DFT (wB97M-V/def2-TZVPD) results for C6H9N3O2 in the gas phase at a distorted geometry.

```
20
C6H9N3O2 wB97M-V/def2-TZVPD
C -0.6038 2.1551 1.4365
N 0.1850 1.6647 0.2720
C 0.0246 0.3121 -0.0200
C 0.8967 -0.6024 1.1709
O 0.7170 -1.7452 1.3867
O 1.8625 0.2089 1.6994
N -1.3021 -0.1525 -0.1515
C -1.4996 -1.2185 -0.7970
C -0.3664 -1.9933 -1.5012
C 0.7894 -1.0484 -1.7973
N 0.9995 -0.0110 -1.1022
H -0.3186 3.1420 1.7428
H -1.6148 2.1295 1.2820
H -0.3275 1.6280 2.2733
H 0.6736 2.3589 -0.1911
H 1.6287 1.0787 1.2305
H -2.4872 -1.4902 -1.1398
H -0.1218 -2.7512 -0.8172
H -0.6451 -2.4167 -2.4525
H 1.5099 -1.2485 -2.5244
```

## Properties
charge = 0
SMILES = CNC1(C(=O)O)N=CCC=N1
HOMO-LUMO gap = 9.85 eV

---

2.
DFT (wB97M-V/def2-TZVPD) results for 2 unconnected molecules or ions with the total composition FH2NO4P at a distorted geometry.

```
9
FH2NO4P wB97M-V/def2-TZVPD
N -0.8364 0.7162 0.7190
O 2.1630 -1.5138 1.5546
O 2.0186 0.1086 -0.4530
O 0.0422 -0.1144 1.3046
O -1.4355 -0.5125 -1.3463
F -2.0422 0.3203 -2.2799
P 1.3856 -0.7166 0.5903
H -1.0539 0.0737 -0.5967
H -0.2414 1.6384 0.5074
```

## Properties
charge = -1
HOMO-LUMO gap (spin up / spin down) = 6.80 / 6.81 eV

---

3.
DFT (wB97M-V/def2-TZVPD) results for C7H13N3O4 in the gas phase at a distorted geometry.

```
27
C7H13N3O4 wB97M-V/def2-TZVPD
C 3.3225 -0.6992 -0.6080
C 2.4037 0.2589 -1.5561
N 1.3920 0.8451 -0.5998
C 0.5238 -0.0654 0.0213
O 0.7234 -1.3006 -0.0256
C -0.8115 0.6102 0.6836
N -1.2247 1.7107 -0.0938
C -1.8536 -0.1786 1.2716
C -2.7620 0.6703 2.1754
N -3.7463 -0.0097 2.8183
O -2.6086 1.8060 2.5308
C 1.5974 -0.7120 -2.4513
O 0.3330 -0.9379 -2.6093
O 2.5146 -1.5139 -3.2311
H 3.7927 -0.0525 0.0022
H 4.0209 -1.2984 -1.2882
H 2.8815 -1.6026 -0.2369
H 3.0275 0.9124 -2.1851
H 0.5392 1.4133 -1.2228
H -0.1732 0.8257 1.7102
H -1.7992 1.5401 -0.7689
H -1.8013 2.4015 0.4919
H -2.4279 -0.7632 0.4065
H -1.7309 -1.1380 1.7654
H -4.4139 0.6135 3.3745
H -3.8330 -0.9496 3.3569
H 2.1143 -2.3864 -3.7316
```

## Properties
charge = 0
SMILES = C[C@H](NC(=O)[C@@H](N)CC(N)=O)C(=O)O
HOMO-LUMO gap = 9.96 eV

---

4.
DFT (wB97M-V/def2-TZVPD) results for C4H8O2 in the gas phase at a distorted geometry.

```
14
C4H8O2 wB97M-V/def2-TZVPD
C 1.7928 -0.1747 0.5147
C 0.5935 0.6211 0.0226
C -0.5642 -0.2347 -0.4998
O -0.6136 -1.4948 0.1573
C -1.8827 0.5025 -0.3032
O -2.8917 -0.0475 0.1364
H 2.5907 0.5051 0.8305
H 1.5274 -0.7920 1.3794
H 2.1883 -0.8253 -0.2709
H 0.9121 1.3067 -0.7732
H 0.2504 1.2614 0.8448
H -0.4426 -0.4169 -1.5730
H -1.5544 -1.7640 0.1728
H -1.9061 1.5529 -0.6384
```

## Properties
charge = 0
SMILES = CC[C@@H](O)C=O
HOMO-LUMO gap = 11.03 eV

---

5.
DFT (wB97M-V/def2-TZVPD) results for 14 unconnected molecules or ions with the total composition C23H36Cl26N2O.

```
88
C23H36Cl26N2O wB97M-V/def2-TZVPD
C -1.8199 3.1132 3.6450
C -2.6109 1.8183 3.7691
O -1.8514 0.7849 4.4237
C -1.2090 -0.0266 3.5203
C -1.8324 -1.2317 3.1043
C -1.1936 -2.0378 2.2000
C 0.0818 -1.7137 1.6819
N 0.6721 -2.5458 0.7781
C 1.8351 -2.1374 0.3428
C 2.4601 -0.9558 0.7930
N 1.9337 -0.1336 1.6627
C 0.7023 -0.5211 2.1012
C 0.0237 0.3046 3.0311
H -1.1788 3.0342 2.7698
H -2.5009 3.9370 3.4412
H -1.2001 3.2984 4.5176
H -2.8462 1.4761 2.7584
H -3.5644 1.9582 4.2727
H -2.7912 -1.4896 3.5289
H -1.6562 -2.9538 1.8590
H 2.3510 -2.7446 -0.3914
H 3.4297 -0.6975 0.3811
H 0.4865 1.2303 3.3404
C 5.2812 0.8741 -1.4129
Cl 5.6772 -0.6301 -0.5672
Cl 5.8255 2.2926 -0.5153
H 5.7690 0.8638 -2.3800
H 4.2045 0.9302 -1.5317
C -0.9013 2.9283 -0.9726
Cl -1.4194 4.4530 -0.2312
Cl -0.0248 1.9074 0.1803
H -1.7765 2.3939 -1.3167
H -0.2459 3.1501 -1.7977
C 1.9707 -5.4590 2.2535
Cl 1.9978 -7.2040 1.9480
Cl 0.6440 -5.0012 3.3217
H 2.9075 -5.1743 2.7182
H 1.8446 -4.9401 1.3099
C 1.2549 -3.1599 6.6363
Cl 0.0188 -2.3276 5.6908
Cl 2.7036 -2.1660 6.8439
H 0.8492 -3.3915 7.6140
H 1.5306 -4.0702 6.1160
C -1.9743 8.1221 -1.9810
Cl -1.0416 9.6042 -1.7350
Cl -1.5709 7.3375 -3.5125
H -1.7551 7.4339 -1.1731
H -3.0291 8.3720 -1.9883
C -1.9621 2.5734 -4.7703
Cl -1.6326 1.0645 -3.9035
Cl -1.3459 3.9948 -3.9147
H -1.4830 2.5217 -5.7405
H -3.0344 2.6804 -4.8844
C -4.5691 8.2245 -5.5941
Cl -4.5704 6.4635 -5.7872
Cl -5.9437 8.7908 -4.6294
H -3.6586 8.5202 -5.0904
H -4.6193 8.6834 -6.5742
C -0.8057 10.0596 -6.5302
Cl -0.8086 8.3060 -6.7364
Cl -2.1842 10.6033 -5.5679
H 0.1058 10.3518 -6.0225
H -0.8586 10.5241 -7.5075
C 2.3311 -8.7074 -1.2434
Cl 2.1449 -10.4281 -1.6124
Cl 3.9942 -8.1643 -1.5004
H 1.6739 -8.1397 -1.8914
H 2.0697 -8.5379 -0.2063
C 4.1503 1.5674 4.0667
Cl 4.9839 1.7000 5.6209
Cl 2.6352 2.4725 4.0496
H 4.7960 1.9607 3.2906
H 3.9263 0.5237 3.8788
C -8.5688 4.6534 -5.9859
Cl -7.4730 3.2609 -5.9734
Cl -7.7443 6.1410 -5.5157
H -8.9605 4.7735 -6.9889
H -9.3747 4.4632 -5.2873
C 5.4369 -11.5341 -0.2107
Cl 5.2476 -13.2524 -0.5830
Cl 7.1010 -10.9917 -0.4691
H 4.7806 -10.9627 -0.8554
H 5.1752 -11.3710 0.8282
C 0.5403 -10.2284 3.8554
Cl 1.2262 -10.3044 2.2276
Cl -0.4687 -11.6332 4.2094
H 1.3532 -10.1942 4.5706
H -0.0674 -9.3340 3.9305
```

## Properties
charge = 0
HOMO-LUMO gap = 8.64 eV

---

6.
DFT (wB97M-V/def2-TZVPD) results for 7 unconnected molecules or ions with the total composition C35H68FIN3O14 at a distorted geometry.

```
122
C35H68FIN3O14 wB97M-V/def2-TZVPD
C -3.3555 1.0489 -0.9419
C -2.4371 -0.2368 -0.5310
O -3.2958 -1.4082 -0.5988
C -3.1090 -2.3002 0.5088
N -2.9203 -3.7370 0.1132
C -1.9332 -4.2126 -0.6261
N -1.7030 -5.6227 -0.9960
C -0.2133 -5.6551 -1.1879
C 0.6535 -6.7588 -0.4203
F 0.1634 -7.0552 0.9171
C 2.1980 -6.2959 -0.2060
C 3.1128 -7.5639 0.1549
C 0.3876 -4.1683 -1.0875
N -0.8754 -3.3800 -1.2097
C -1.1575 -2.6963 -2.4992
C -0.7002 -3.5034 -3.8070
O 0.3823 -3.1922 -4.3500
I -2.0018 -5.0746 -4.6137
H -2.9626 1.5294 -1.9097
H -3.2688 1.7967 -0.0583
H -4.4387 0.6814 -1.0874
H -1.5692 -0.2513 -1.2872
H -1.9942 -0.0222 0.4965
H -2.2483 -2.0341 1.2067
H -4.0877 -2.2622 1.1224
H -3.6179 -4.4289 0.4489
H -2.2785 -5.9999 -1.7588
H -0.1464 -5.9048 -2.3179
H 0.7147 -7.7517 -1.0070
H 2.5843 -5.8503 -1.1956
H 2.2232 -5.4839 0.6140
H 4.2119 -7.2596 0.3123
H 3.0679 -8.3226 -0.6941
H 2.7326 -8.0353 1.1226
H 0.6615 -4.0355 0.0283
H 1.2603 -3.8573 -1.7457
H -2.2804 -2.4716 -2.6303
H -0.6126 -1.6788 -2.5009
O -3.3797 3.1369 2.1062
C -4.5182 3.5225 2.2845
O -5.4929 3.1863 1.4171
C -6.8932 3.4121 1.6442
C -7.2994 4.8016 1.1985
C -4.8423 4.4584 3.4123
H -7.1613 3.2095 2.6837
H -7.4234 2.6724 1.0395
H -6.7827 5.5745 1.7712
H -8.3756 4.9447 1.3169
H -7.0370 4.9572 0.1490
H -4.6534 5.4851 3.0948
H -4.1896 4.2189 4.2544
H -5.8616 4.3653 3.7807
O -7.8550 -0.6489 -4.9597
C -7.1444 -1.4508 -5.5175
O -7.6765 -2.5648 -6.0577
C -6.9601 -3.4666 -6.9127
C -6.2069 -4.4999 -6.1002
C -5.6518 -1.2763 -5.5354
H -6.3128 -2.9234 -7.6052
H -7.7119 -3.9699 -7.5249
H -5.4500 -4.0363 -5.4629
H -5.7130 -5.2207 -6.7560
H -6.8911 -5.0374 -5.4385
H -5.2285 -1.6941 -4.6200
H -5.4327 -0.2074 -5.5758
H -5.1682 -1.7191 -6.4037
O -1.0960 4.6903 4.2840
C -0.4055 3.6956 4.2793
O 0.4651 3.4722 5.2815
C 1.1712 2.2373 5.4765
C 2.4508 2.2135 4.6653
C -0.4266 2.7436 3.1188
H 0.5278 1.3779 5.2714
H 1.4176 2.1900 6.5402
H 2.2481 2.2709 3.5954
H 3.0155 1.2993 4.8617
H 3.0774 3.0739 4.9142
H 0.2628 3.0968 2.3497
H -1.4382 2.7206 2.7078
H -0.1850 1.7178 3.3911
O 4.2659 2.4453 2.3618
C 4.9579 1.6346 1.7904
O 4.4030 0.5220 1.2676
C 5.0908 -0.3901 0.3975
C 5.8562 -1.4279 1.1932
C 6.4499 1.7974 1.7363
H 5.7245 0.1453 -0.3130
H 4.3189 -0.8885 -0.1938
H 6.6331 -0.9699 1.8089
H 6.3266 -2.1543 0.5265
H 5.1848 -1.9579 1.8739
H 6.8917 1.3805 2.6429
H 6.6761 2.8643 1.6861
H 6.9091 1.3472 0.8588
O 6.0625 5.8195 5.7290
C 4.9337 6.2113 5.9187
O 3.9532 5.8890 5.0538
C 2.5562 6.1230 5.2930
C 2.1577 7.5193 4.8617
C 4.6212 7.1394 7.0580
H 2.2937 5.9134 6.3326
H 2.0160 5.3935 4.6865
H 2.6845 8.2837 5.4372
H 1.0833 7.6693 4.9890
H 2.4140 7.6815 3.8116
H 4.8149 8.1680 6.7492
H 5.2764 6.8874 7.8943
H 3.6032 7.0495 7.4310
O 3.2124 -1.3776 -2.6383
C 3.7270 -1.3280 -3.7359
O 4.9862 -0.8748 -3.8688
C 5.7552 -0.9693 -5.0784
C 5.4836 0.2103 -5.9892
C 2.9435 -1.6752 -4.9694
H 5.5925 -1.9290 -5.5745
H 6.8044 -0.9537 -4.7745
H 4.4398 0.2396 -6.3087
H 6.1163 0.1640 -6.8782
H 5.6804 1.1493 -5.4657
H 2.3887 -0.7973 -5.3051
H 2.2389 -2.4670 -4.7101
H 3.5533 -2.0619 -5.7831
```

## Properties
charge = +1
HOMO-LUMO gap = 6.85 eV

---

7.
DFT (wB97M-V/def2-TZVPD) results for a molecular structure, C7H9O2P at a distorted geometry.

```
19
C7H9O2P wB97M-V/def2-TZVPD
C -2.0594 0.2995 1.4346
C -1.8263 -0.0470 0.1546
C -1.1397 -0.1708 2.3162
C -0.5477 -0.8397 -0.0753
C 1.1002 0.3287 0.9767
C 0.7712 0.1795 -0.3909
C 1.7867 -0.8067 -1.1294
O 0.7379 -2.2904 2.1461
O 0.3768 1.2383 -1.1452
P 0.1257 -1.0806 1.6223
H -2.9652 0.9287 1.8456
H -2.5530 0.2191 -0.6335
H -1.3873 0.1818 3.3009
H -0.5135 -1.6053 -0.8401
H 1.0195 1.2634 1.4590
H 1.4387 -1.8377 -1.2598
H 2.6997 -0.8203 -0.5499
H 2.0091 -0.2478 -2.1893
H 1.1383 1.6212 -1.5992
```

## Properties
charge = 0
HOMO-LUMO gap (spin up / spin down) = 7.70 / 7.52 eV

---

8.
DFT (wB97M-V/def2-TZVPD) results for 2 unconnected molecules or ions with the total composition C5H16N2O2 at a distorted geometry.

```
25
C5H16N2O2 wB97M-V/def2-TZVPD
C -1.2107 1.7660 -1.5915
C -0.2319 0.6115 -1.4120
N 1.0345 0.9802 -2.0079
O -0.7743 -0.5861 -2.0085
H -1.3673 1.9876 -2.6514
H -2.1770 1.5125 -1.1615
H -0.8213 2.6591 -1.1116
H -0.2564 0.1779 -0.2382
H 1.7006 0.2196 -1.9349
H 0.9366 1.2211 -2.9929
H -1.0290 -0.4021 -2.9242
C 1.3517 -2.0332 0.5453
C 0.4375 -1.4932 1.6353
N -0.0130 -0.1329 1.3194
C -1.0450 0.3484 2.2296
O 1.0970 0.7615 1.3770
H 0.8374 -2.0207 -0.4135
H 1.6337 -3.0579 0.7798
H 2.2538 -1.4287 0.4777
H 0.9464 -1.5019 2.6076
H -0.4618 -2.1079 1.7109
H -1.9338 -0.2671 2.0962
H -0.7210 0.3110 3.2748
H -1.2673 1.3818 1.9705
H 1.0808 1.0936 0.4239
```

## Properties
charge = 0
SMILES = C[C@H](N)O.CCN(C)O
HOMO-LUMO gap = 9.51 eV

---

9.
DFT (wB97M-V/def2-TZVPD) results for 7 unconnected molecules or ions with the total composition C15H42N9O7 at a distorted geometry.

```
73
C15H42N9O7 wB97M-V/def2-TZVPD
O -1.4155 0.7264 -0.8439
H -0.7831 0.7631 -0.1177
C 3.4938 -1.8822 3.8392
C 2.2996 -1.7042 2.8644
C 1.9225 -0.2239 2.7628
C 2.9551 0.5951 2.0044
C 3.2933 -0.0326 0.6354
C 2.7856 -1.4668 0.3397
N 2.7056 -2.2112 1.5674
O 2.6563 -3.5972 1.4170
C 1.4226 -1.4121 -0.3724
C 3.8077 -2.0179 -0.6467
C 1.0759 -2.4284 3.4474
H 3.6485 -2.9432 4.0355
H 3.3198 -1.3117 4.7546
H 4.4041 -1.4792 3.3890
H 0.9113 -0.1153 2.3643
H 1.8830 0.1743 3.7820
H 3.8244 0.7353 2.6524
H 2.5890 1.6135 1.8452
H 4.3565 0.0816 0.4256
H 2.8028 0.6088 -0.1063
H 1.3822 -1.2528 -1.4539
H 0.7519 -2.2590 -0.2179
H 0.8679 -0.5586 0.0408
H 3.7227 -3.0930 -0.8516
H 3.8166 -1.4764 -1.5877
H 4.8320 -2.0209 -0.2373
H 1.2977 -3.4926 3.5341
H 0.2386 -2.3079 2.7617
H 0.7990 -2.0495 4.4303
H 3.5164 -3.9384 1.6913
C -3.3420 2.7304 1.6263
O -4.0827 3.1292 2.5175
N -2.0913 3.2676 1.4233
N -3.6503 1.7203 0.7712
H -1.7753 3.9653 2.0697
H -1.4995 3.0616 0.6359
H -2.9748 1.4439 0.0603
H -4.5491 1.2863 0.8654
C 0.2571 3.9983 -1.8463
O 0.4714 5.1450 -2.2153
N 1.2786 3.1429 -1.4924
N -0.9787 3.4016 -1.8172
H 2.2334 3.4369 -1.5529
H 1.1181 2.1656 -1.3087
H -1.7676 3.9542 -2.0843
H -0.9030 2.3935 -1.6664
C -4.9297 0.3391 -2.3455
O -5.9363 0.4547 -3.0329
N -3.7764 1.0363 -2.5801
N -4.8486 -0.5506 -1.3035
H -3.7920 1.9044 -3.0783
H -2.9720 0.8335 -2.0007
H -3.9547 -0.8360 -0.9295
H -5.5732 -1.2403 -1.2248
C -2.1378 -1.9488 1.5423
O -2.3663 -2.9422 2.2222
N -1.9758 -0.7014 2.0776
N -2.0186 -1.9803 0.1758
H -1.9097 -0.4902 3.0527
H -1.8398 0.0577 1.4279
H -1.8046 -1.1119 -0.3175
H -2.0353 -2.8710 -0.2809
C 0.6542 0.2383 -4.8659
C -0.6488 0.3122 -4.0501
O -0.6948 -0.7049 -3.0398
H 0.3641 0.1163 -5.9052
H 1.3077 -0.5553 -4.5003
H 1.2739 1.1168 -4.6661
H -1.5252 0.1919 -4.6941
H -0.7362 1.2874 -3.5663
H -1.0519 -0.2215 -2.2524
```

## Properties
charge = -1
HOMO-LUMO gap = 8.31 eV

---

10.
DFT (wB97M-V/def2-TZVPD) results for 8 unconnected molecules or ions with the total composition C30H43N6O12 at a distorted geometry.

```
91
C30H43N6O12 wB97M-V/def2-TZVPD
C 30.2185 15.5256 -7.1256
C 30.9819 14.2477 -6.8072
C 31.5111 14.2715 -5.3805
O 30.1589 13.1389 -6.9519
H 30.9553 16.3485 -7.0971
H 29.4659 15.7114 -6.3571
H 29.7555 15.5679 -8.1105
H 31.8779 14.1284 -7.4584
H 30.6915 14.3075 -4.6593
H 32.1709 15.1294 -5.1530
H 32.1690 13.4220 -5.1880
C 32.4787 9.7712 -10.0371
C 31.8537 8.8710 -10.8975
C 30.4875 8.9361 -11.1199
C 29.6971 9.8304 -10.4072
C 30.3299 10.7205 -9.5536
C 31.7034 10.6852 -9.3494
O 32.2875 11.5302 -8.4476
O 29.8706 8.0926 -12.0155
H 33.5314 9.6448 -9.8225
H 32.4234 8.0905 -11.3914
H 28.6215 9.8367 -10.5108
H 29.7271 11.3427 -8.8985
H 31.6145 12.2300 -8.3013
H 30.4604 7.4563 -12.4239
C 28.9669 14.0339 -10.0602
C 28.9510 14.9403 -11.1148
C 27.7693 15.5694 -11.4652
C 26.6045 15.3268 -10.7610
C 26.6214 14.4438 -9.6798
C 27.7875 13.7612 -9.3690
O 27.8257 12.9796 -8.2661
O 27.7733 16.3824 -12.5970
H 29.9085 13.5657 -9.8146
H 29.8433 15.1885 -11.6754
H 25.6174 15.6315 -11.0941
H 25.7061 14.2394 -9.1419
H 28.6964 13.0399 -7.7823
H 27.0552 17.0108 -12.4786
C 26.7528 11.4413 -2.7631
C 27.9490 10.8508 -3.1596
C 28.7902 11.5179 -4.0378
C 28.3991 12.7210 -4.6053
C 27.1713 13.2622 -4.2533
C 26.3361 12.6259 -3.3474
O 25.1232 13.1632 -2.9820
O 30.0053 11.0143 -4.4025
H 26.1597 11.0147 -1.9638
H 28.2578 9.9796 -2.5918
H 29.0587 13.2726 -5.2679
H 26.9009 14.2396 -4.6402
H 25.1229 14.1121 -3.1340
H 30.1769 10.1631 -3.9918
C 31.3873 19.2220 -6.0149
C 31.1836 18.4387 -4.8791
C 30.2927 18.9125 -3.9248
C 29.7099 20.1610 -4.0331
C 29.8479 20.8986 -5.2103
C 30.7333 20.4319 -6.1633
O 30.9712 21.2049 -7.2904
O 30.1374 18.1866 -2.7775
H 32.1462 18.8555 -6.6978
H 31.6944 17.4889 -4.7927
H 28.9701 20.4339 -3.2913
H 29.2922 21.8198 -5.3016
H 31.8207 20.9830 -7.6782
H 30.8262 17.5100 -2.7237
C 34.2544 13.7373 -10.6001
O 34.7416 12.6748 -10.2734
N 34.7703 14.4530 -11.6691
N 33.1956 14.3633 -9.9830
H 35.6082 14.0523 -12.0464
H 34.5093 15.3896 -11.9112
H 32.7687 13.8993 -9.2010
H 33.1211 15.3506 -10.1425
C 34.8139 12.6251 -5.9582
O 34.2436 11.7459 -5.3308
N 34.4939 12.9427 -7.2433
N 35.8506 13.3426 -5.3900
H 34.9078 13.6843 -7.7712
H 33.7885 12.3262 -7.6428
H 36.4749 13.9327 -5.9007
H 35.9034 13.1780 -4.4026
C 30.7993 14.5549 -1.3282
O 31.0028 15.6166 -1.8919
N 30.9982 14.4058 0.0292
N 30.4654 13.4080 -1.9903
H 30.8897 13.4853 0.4100
H 31.3894 15.1644 0.5502
H 30.3649 13.5005 -2.9873
H 30.6983 12.5240 -1.5806
```

## Properties
charge = -1
HOMO-LUMO gap = 6.92 eV